C24H43N2P3SSeTc | the ωB97M-V functional and the def2-TZVPD basis

Properties
Orbital gap (spin up / spin down), eV: 4.35 / 4.93
Energy, eV: -134766.5679
HOMO (spin up / spin down), eV: -18.79 / -18.81
Multiplicity: 4
Total charge: +4

Cartesian coordinates (Å):
Tc 0.2793 0.4689 -0.5093
P 1.2617 2.8468 -1.0875
P -2.3079 0.6416 -0.5502
P 0.4705 -0.4069 -2.5210
H 0.8080 -1.5442 1.4205
C 1.0776 -1.2820 0.3749
C 2.1289 -0.3019 0.1901
H 2.6163 0.1143 1.0931
C 1.5946 3.9965 0.2737
C 0.2843 3.9146 -2.2510
C 2.8194 2.5784 -1.9127
C -3.1773 -0.8646 -0.1725
C -3.2704 1.8807 0.4709
C -2.8091 1.1643 -2.2416
C 2.0849 -1.1396 -2.8562
C 0.2097 0.6563 -3.9654
C -0.6713 -1.7943 -2.7353
H 1.0255 -2.1748 -0.2870
H 2.8770 -0.4678 -0.6122
H 2.2042 3.5327 1.0533
H 0.6829 4.4203 0.7624
H 2.1119 4.8068 -0.2230
H -0.5960 4.4415 -1.8346
H -0.0646 3.3164 -3.1129
H 0.9026 4.7965 -2.4529
H 3.4560 2.0988 -1.1485
H 3.0517 3.6423 -2.0983
H 2.6126 1.9730 -2.8141
H -4.2110 -0.5186 -0.3753
H -2.9562 -1.0571 0.8926
H -2.7964 -1.6231 -0.8770
H -4.2992 1.8274 0.1167
H -3.2056 2.9828 0.3568
H -3.0401 1.7566 1.5398
H -3.8937 1.2567 -2.1175
H -2.5566 0.4074 -2.9857
H -2.4485 2.1397 -2.6058
H 1.9714 -1.5754 -3.8545
H 2.3172 -1.9199 -2.1298
H 2.8665 -0.3739 -2.8684
H 0.2520 -0.0487 -4.8047
H 1.0117 1.3895 -4.0657
H -0.7702 1.1397 -3.9651
H -0.3631 -2.2370 -3.6906
H -1.7110 -1.4702 -2.7967
H -0.5412 -2.5281 -1.9324
C -1.1890 -5.5612 1.3305
C 0.1091 -5.0554 1.5614
C 1.1447 -5.9189 1.9199
C 0.9060 -7.2987 2.0574
C -0.3857 -7.8095 1.8306
C -1.4253 -6.9526 1.4711
Se -2.6456 -4.4273 0.8233
H -1.8197 -3.1764 0.8519
H 0.2821 -3.9840 1.4566
H 2.1462 -5.5197 2.0956
H 1.7216 -7.9733 2.3402
H -0.5806 -8.8783 1.9348
H -2.4304 -7.3389 1.2930
N -1.0300 2.8129 -0.3676
C -0.8155 2.7116 0.9565
N -0.0951 1.6670 1.3631
C 0.4630 1.8288 2.6846
C 1.5274 1.1339 3.3454
C 2.0373 1.6031 4.5759
C 1.4892 2.7920 5.1638
C 0.4425 3.4699 4.4942
C -0.0654 3.0013 3.3004
S -1.2161 3.8719 2.2496
H -1.8345 3.3633 -0.7601
H -0.7028 1.9434 -1.0876
H 1.9543 0.1929 2.8893
H 2.8511 1.0785 5.1153
H 1.8837 3.1699 6.1168
H -0.0117 4.3915 4.9046

Partial atomic charges computed with the Mulliken method, in multiples of e: -0.821, 1.442, 1.384, 1.069, 0.399, -0.891, -0.559, 0.202, -1.270, -1.348, -1.093, -1.223, -1.491, -1.446, -1.443, -1.311, -1.254, 0.528, 0.414, 0.439, 0.315, 0.674, 0.306, 0.403, 0.586, 0.378, 0.639, 0.350, 0.498, 0.427, 0.433, 0.665, 0.430, 0.478, 0.638, 0.461, 0.342, 0.589, 0.450, 0.353, 0.595, 0.427, 0.320, 0.587, 0.337, 0.223, 0.548, 0.474, -0.534, -0.429, -0.610, -0.425, 0.374, -0.061, -0.029, 0.407, 0.434, 0.427, 0.388, 0.087, -1.076, 0.994, -0.256, -0.436, -0.842, -0.629, -0.600, 0.925, -0.041, 0.488, -0.511, 0.040, 0.426, 0.435, 0.402